{"formula": "C40H97ClN6O10S", "method": "wB97M-V/def2-TZVPD", "elements": ["C", "C", "C", "C", "C", "C", "C", "C", "C", "C", "C", "C", "O", "S", "O", "O", "O", "C", "C", "Cl", "C", "C", "H", "H", "H", "H", "H", "H", "H", "H", "H", "H", "H", "H", "H", "H", "H", "H", "H", "H", "H", "H", "H", "H", "H", "H", "H", "H", "H", "H", "H", "H", "H", "C", "C", "C", "O", "C", "N", "H", "H", "H", "H", "H", "H", "H", "H", "H", "H", "H", "C", "C", "C", "O", "C", "N", "H", "H", "H", "H", "H", "H", "H", "H", "H", "H", "H", "C", "C", "C", "O", "C", "N", "H", "H", "H", "H", "H", "H", "H", "H", "H", "H", "H", "C", "C", "C", "O", "C", "N", "H", "H", "H", "H", "H", "H", "H", "H", "H", "H", "H", "C", "C", "C", "O", "C", "N", "H", "H", "H", "H", "H", "H", "H", "H", "H", "H", "H", "C", "C", "C", "O", "C", "N", "H", "H", "H", "H", "H", "H", "H", "H", "H", "H", "H"], "positions_angstrom": [[1.620, -2.821, 1.909], [1.087, -1.834, 0.697], [0.977, -0.301, 1.267], [-0.538, -0.054, 1.881], [-0.953, 1.493, 1.433], [-2.538, 1.702, 1.862], [-3.398, 1.704, 0.456], [-4.792, 2.532, 0.762], [-6.026, 1.471, 0.557], [-7.371, 1.975, 1.413], [-8.431, 0.686, 1.311], [-8.366, -0.194, 2.693], [-9.314, 0.188, 3.760], [-9.967, -1.209, 4.556], [-11.430, -1.207, 4.028], [-10.067, -1.185, 6.100], [-8.898, -2.314, 3.817], [-8.175, -1.821, 2.634], [-8.662, -2.668, 1.317], [-8.812, -4.462, 1.894], [-10.141, -2.264, 0.736], [-10.019, -1.608, -0.794], [0.832, -3.673, 2.083], [1.696, -2.129, 2.875], [2.660, -3.252, 1.575], [0.027, -2.216, 0.381], [1.773, -1.844, -0.256], [1.071, 0.422, 0.327], [1.757, -0.024, 2.095], [-0.537, -0.051, 3.057], [-1.338, -0.778, 1.411], [-0.215, 2.231, 1.982], [-0.809, 1.532, 0.249], [-2.970, 0.839, 2.528], [-2.627, 2.695, 2.480], [-3.695, 0.580, 0.241], [-2.811, 2.132, -0.464], [-4.789, 2.869, 1.902], [-4.863, 3.484, 0.085], [-6.270, 1.303, -0.577], [-5.780, 0.391, 1.000], [-7.812, 2.961, 0.955], [-7.060, 2.223, 2.518], [-8.130, 0.111, 0.338], [-9.500, 1.186, 1.198], [-7.322, 0.153, 3.150], [-7.017, -1.997, 2.651], [-7.809, -2.693, 0.495], [-10.763, -1.559, 1.464], [-10.797, -3.257, 0.641], [-8.931, -1.719, -1.229], [-10.217, -0.443, -0.633], [-10.827, -2.098, -1.485], [6.034, 2.909, 5.018], [5.199, 1.636, 5.141], [4.850, 0.988, 3.781], [3.818, 1.662, 3.054], [4.254, 2.811, 2.344], [3.989, 1.934, 5.921], [5.441, 3.777, 4.718], [6.491, 3.157, 5.982], [6.843, 2.779, 4.291], [5.799, 0.911, 5.704], [4.461, -0.018, 3.978], [5.741, 0.857, 3.156], [5.270, 2.695, 1.953], [4.189, 3.692, 2.986], [3.575, 2.970, 1.502], [3.487, 1.062, 6.092], [3.357, 2.460, 5.312], [-8.770, -8.513, -2.035], [-8.669, -7.338, -1.064], [-9.633, -6.174, -1.395], [-9.225, -5.367, -2.503], [-9.527, -5.919, -3.775], [-7.273, -6.881, -1.014], [-8.267, -8.320, -2.986], [-8.299, -9.403, -1.603], [-9.816, -8.760, -2.244], [-8.942, -7.716, -0.072], [-9.653, -5.499, -0.531], [-10.661, -6.529, -1.532], [-10.467, -6.479, -3.771], [-8.704, -6.554, -4.110], [-9.618, -5.097, -4.491], [-7.188, -6.169, -0.287], [-7.090, -6.366, -1.879], [-6.283, 8.107, 4.038], [-6.761, 6.826, 3.358], [-5.901, 5.586, 3.695], [-4.640, 5.541, 3.020], [-3.630, 6.346, 3.607], [-6.830, 7.054, 1.907], [-5.405, 8.541, 3.553], [-7.070, 8.869, 4.008], [-6.039, 7.925, 5.090], [-7.776, 6.627, 3.722], [-6.446, 4.696, 3.357], [-5.764, 5.471, 4.777], [-3.711, 6.382, 4.698], [-3.665, 7.353, 3.187], [-2.658, 5.917, 3.347], [-7.250, 6.234, 1.467], [-5.870, 7.052, 1.554], [6.985, -2.608, -1.779], [5.762, -3.281, -1.159], [4.417, -2.696, -1.650], [4.080, -1.430, -1.078], [4.730, -0.321, -1.681], [5.873, -3.216, 0.305], [7.205, -1.635, -1.332], [7.875, -3.231, -1.634], [6.852, -2.468, -2.857], [5.788, -4.335, -1.459], [3.619, -3.381, -1.337], [4.372, -2.651, -2.745], [4.874, -0.460, -2.757], [5.686, -0.136, -1.187], [4.107, 0.565, -1.527], [5.112, -3.758, 0.715], [5.663, -2.254, 0.583], [12.802, -2.490, -3.426], [11.885, -1.310, -3.748], [11.298, -0.620, -2.495], [10.238, -1.344, -1.865], [10.668, -2.403, -1.025], [10.824, -1.766, -4.657], [12.249, -3.390, -3.146], [13.407, -2.750, -4.301], [13.488, -2.242, -2.610], [12.494, -0.566, -4.276], [10.856, 0.332, -2.812], [12.080, -0.369, -1.768], [11.606, -2.171, -0.511], [10.767, -3.323, -1.605], [9.895, -2.576, -0.270], [10.279, -0.956, -4.955], [10.162, -2.312, -4.102], [7.697, 4.183, -6.523], [9.085, 3.818, -6.000], [9.511, 2.368, -6.329], [8.882, 1.370, -5.519], [7.566, 1.028, -5.924], [9.133, 4.077, -4.554], [6.892, 3.771, -5.909], [7.567, 5.271, -6.525], [7.559, 3.830, -7.550], [9.800, 4.487, -6.493], [10.584, 2.278, -6.124], [9.380, 2.140, -7.393], [7.444, 1.064, -7.011], [6.843, 1.685, -5.435], [7.359, 0.009, -5.587], [10.090, 3.935, -4.228], [8.608, 3.330, -4.094]], "de_lowest_kcal_mol": 200.6, "homo_lumo_gap_ev": 9.05, "energy_ha": -3521.0733, "lumo_ev": -0.2, "smiles": "CCCCCCCCCCC[C@H]1OS(=O)(=O)O[C@H]1[C@@H](Cl)CC.COC[C@@H](C)N.COC[C@@H](C)N.COC[C@@H](C)N.COC[C@@H](C)N.COC[C@@H](C)N.COC[C@@H](C)N"}


{"formula": "C41H100F6O15Zn", "method": "wB97M-V/def2-TZVPD", "elements": ["Zn", "C", "O", "O", "C", "F", "F", "F", "C", "C", "H", "H", "H", "H", "H", "H", "C", "O", "O", "C", "F", "F", "F", "C", "C", "H", "H", "H", "H", "H", "H", "C", "C", "C", "O", "H", "H", "H", "H", "H", "H", "H", "H", "C", "C", "C", "O", "H", "H", "H", "H", "H", "H", "H", "H", "C", "C", "C", "O", "H", "H", "H", "H", "H", "H", "H", "H", "C", "C", "C", "O", "H", "H", "H", "H", "H", "H", "H", "H", "C", "C", "C", "O", "H", "H", "H", "H", "H", "H", "H", "H", "C", "C", "C", "O", "H", "H", "H", "H", "H", "H", "H", "H", "C", "C", "C", "O", "H", "H", "H", "H", "H", "H", "H", "H", "C", "C", "C", "O", "H", "H", "H", "H", "H", "H", "H", "H", "C", "C", "C", "O", "H", "H", "H", "H", "H", "H", "H", "H", "C", "C", "C", "O", "H", "H", "H", "H", "H", "H", "H", "H", "C", "C", "C", "O", "H", "H", "H", "H", "H", "H", "H", "H"], "positions_angstrom": [[-4.016, -0.447, -2.153], [-1.736, -1.038, 0.178], [-0.831, -0.262, -0.590], [-3.003, -0.939, -0.425], [-1.110, -2.425, 0.795], [-1.733, -2.905, 1.917], [-1.160, -3.430, -0.036], [0.217, -2.477, 1.078], [0.091, 0.516, 0.101], [0.984, 1.329, -0.872], [1.961, 1.530, -0.431], [1.215, 0.761, -1.774], [0.535, 2.280, -1.157], [0.783, -0.077, 0.699], [-0.444, 1.225, 0.733], [-1.927, -0.457, 1.081], [-4.692, 2.224, -2.224], [-4.448, 1.290, -3.299], [-5.039, 1.316, -1.211], [-3.361, 3.081, -1.925], [-2.966, 3.874, -2.908], [-3.528, 3.844, -0.874], [-2.354, 2.235, -1.624], [-4.422, 1.794, -4.649], [-4.573, 0.601, -5.632], [-4.055, -0.297, -5.295], [-5.621, 0.312, -5.716], [-4.254, 0.778, -6.659], [-3.438, 2.208, -4.867], [-5.218, 2.492, -4.908], [-5.535, 2.853, -2.507], [1.062, 1.345, -5.856], [-0.233, 1.606, -5.129], [-0.651, 3.027, -5.470], [-1.202, 0.680, -5.527], [1.346, 0.307, -5.682], [1.902, 1.984, -5.584], [0.918, 1.376, -6.936], [-0.049, 1.546, -4.056], [-0.854, 3.240, -6.519], [0.163, 3.678, -5.149], [-1.509, 3.340, -4.875], [-1.320, 0.840, -6.466], [-5.174, -3.281, 1.071], [-5.820, -1.961, 1.620], [-5.160, -1.769, 3.035], [-5.601, -0.798, 0.814], [-5.413, -4.060, 1.795], [-4.092, -3.157, 1.038], [-5.541, -3.602, 0.096], [-6.903, -2.025, 1.730], [-4.087, -1.658, 2.877], [-5.364, -2.619, 3.685], [-5.545, -0.918, 3.596], [-4.664, -0.923, 0.646], [2.011, 3.858, 4.292], [0.584, 3.892, 3.883], [0.320, 3.087, 2.579], [-0.255, 3.467, 4.889], [2.468, 2.901, 4.043], [2.145, 4.121, 5.342], [2.574, 4.668, 3.829], [0.347, 4.925, 3.630], [-0.674, 3.047, 2.135], [0.612, 2.052, 2.760], [1.025, 3.354, 1.792], [-0.211, 2.510, 4.962], [5.938, 3.576, 1.466], [4.493, 3.965, 1.553], [4.148, 5.443, 1.338], [3.835, 3.135, 0.664], [6.459, 4.145, 2.235], [6.438, 3.673, 0.502], [6.125, 2.595, 1.904], [4.081, 3.695, 2.525], [4.511, 6.017, 2.191], [3.082, 5.663, 1.380], [4.570, 5.785, 0.393], [4.112, 2.226, 0.796], [0.461, -5.599, 2.553], [1.712, -6.387, 2.829], [2.891, -5.420, 3.125], [1.517, -7.095, 4.016], [-0.469, -6.167, 2.536], [0.499, -5.228, 1.529], [0.367, -4.853, 3.342], [2.000, -7.052, 2.015], [3.784, -6.031, 3.257], [2.738, -4.847, 4.040], [3.029, -4.744, 2.282], [0.931, -7.840, 3.864], [2.020, -0.566, 5.816], [1.060, -0.080, 4.681], [0.322, -1.179, 3.905], [-0.007, 0.676, 5.222], [1.561, -1.191, 6.582], [2.530, 0.288, 6.262], [2.814, -1.274, 5.580], [1.613, 0.512, 3.952], [1.000, -1.754, 3.274], [-0.448, -0.704, 3.298], [-0.223, -1.908, 4.504], [-0.381, 0.210, 5.974], [2.620, -6.798, -2.267], [1.199, -6.824, -1.658], [0.560, -5.515, -1.665], [0.375, -7.743, -2.271], [3.278, -6.119, -1.725], [2.659, -6.372, -3.269], [3.094, -7.774, -2.376], [1.233, -7.124, -0.610], [0.302, -5.172, -2.667], [1.231, -4.800, -1.190], [-0.357, -5.466, -1.078], [0.837, -8.582, -2.324], [4.466, -1.427, 0.081], [3.949, -0.630, 1.318], [3.969, -1.522, 2.554], [4.714, 0.536, 1.451], [4.042, -2.430, 0.033], [5.528, -1.656, 0.169], [4.255, -1.031, -0.913], [2.913, -0.352, 1.125], [4.927, -2.008, 2.740], [3.190, -2.282, 2.496], [3.750, -0.898, 3.421], [5.636, 0.281, 1.372], [-2.158, -2.628, -5.132], [-1.839, -2.069, -3.727], [-0.355, -2.027, -3.441], [-2.416, -0.798, -3.480], [-1.822, -1.880, -5.850], [-3.235, -2.652, -5.297], [-1.595, -3.539, -5.338], [-2.295, -2.712, -2.975], [0.188, -1.431, -4.175], [0.123, -2.999, -3.323], [-0.189, -1.410, -2.558], [-2.057, -0.167, -4.108], [-3.761, 3.632, 2.313], [-3.720, 2.141, 1.988], [-2.893, 1.391, 3.058], [-5.014, 1.668, 2.006], [-4.155, 3.818, 3.312], [-4.244, 4.253, 1.559], [-2.790, 4.128, 2.309], [-3.283, 1.969, 1.005], [-2.945, 1.836, 4.052], [-1.850, 1.446, 2.745], [-3.055, 0.317, 3.149], [-5.328, 1.970, 2.862], [1.724, 4.990, -1.444], [2.695, 4.252, -2.343], [2.727, 4.789, -3.789], [4.006, 4.292, -1.780], [0.700, 4.844, -1.789], [1.875, 6.069, -1.414], [1.793, 4.633, -0.416], [2.366, 3.217, -2.431], [2.845, 5.873, -3.768], [1.715, 4.751, -4.191], [3.393, 4.330, -4.520], [3.886, 3.856, -0.933]], "de_lowest_kcal_mol": 83.9, "homo_lumo_gap_ev": 8.03, "energy_ha": -5129.1395, "lumo_ev": -0.6}


{"formula": "C41H101ClO11P", "method": "wB97M-V/def2-TZVPD", "elements": ["C", "C", "C", "O", "C", "C", "P", "O", "Cl", "H", "H", "H", "H", "H", "H", "H", "H", "H", "H", "H", "C", "C", "O", "C", "C", "H", "H", "H", "H", "H", "H", "H", "H", "H", "H", "C", "C", "O", "C", "C", "H", "H", "H", "H", "H", "H", "H", "H", "H", "H", "C", "C", "O", "C", "C", "H", "H", "H", "H", "H", "H", "H", "H", "H", "H", "C", "C", "O", "C", "C", "H", "H", "H", "H", "H", "H", "H", "H", "H", "H", "C", "C", "O", "C", "C", "H", "H", "H", "H", "H", "H", "H", "H", "H", "H", "C", "C", "O", "C", "C", "H", "H", "H", "H", "H", "H", "H", "H", "H", "H", "C", "C", "O", "C", "C", "H", "H", "H", "H", "H", "H", "H", "H", "H", "H", "C", "C", "O", "C", "C", "H", "H", "H", "H", "H", "H", "H", "H", "H", "H", "C", "C", "O", "C", "C", "H", "H", "H", "H", "H", "H", "H", "H", "H", "H"], "positions_angstrom": [[5.397, 1.841, -5.310], [5.218, 0.410, -4.870], [5.737, 0.138, -3.487], [5.251, 0.999, -2.484], [3.828, 1.093, -2.364], [3.136, -0.216, -2.036], [1.790, -0.353, -3.034], [0.565, -0.359, -1.911], [1.708, -2.464, -3.588], [6.380, 2.008, -5.723], [5.272, 2.509, -4.475], [4.656, 2.117, -6.040], [4.187, 0.106, -4.945], [5.767, -0.240, -5.536], [6.811, 0.268, -3.487], [5.549, -0.895, -3.222], [3.692, 1.811, -1.570], [3.410, 1.570, -3.253], [3.762, -1.069, -2.240], [-0.275, -0.542, -2.370], [0.899, -2.771, 0.046], [1.384, -3.622, 1.204], [1.009, -3.138, 2.487], [-0.380, -3.028, 2.686], [-1.121, -4.349, 2.538], [1.221, -1.737, 0.145], [1.293, -3.150, -0.897], [-0.192, -2.780, -0.027], [2.473, -3.647, 1.219], [1.047, -4.660, 1.085], [-0.808, -2.278, 2.010], [-0.494, -2.644, 3.702], [-1.074, -4.728, 1.517], [-2.172, -4.219, 2.789], [-0.693, -5.104, 3.200], [-2.977, 3.162, -3.799], [-3.782, 3.007, -2.517], [-3.517, 1.815, -1.811], [-2.175, 1.654, -1.370], [-1.703, 2.756, -0.436], [-3.122, 2.297, -4.448], [-3.294, 4.059, -4.334], [-1.909, 3.254, -3.601], [-4.846, 2.975, -2.753], [-3.629, 3.877, -1.864], [-1.489, 1.571, -2.217], [-2.161, 0.692, -0.858], [-1.644, 3.718, -0.950], [-0.708, 2.524, -0.058], [-2.387, 2.874, 0.406], [-6.259, 1.304, 4.840], [-5.932, 2.641, 4.195], [-4.618, 2.742, 3.678], [-4.315, 1.904, 2.569], [-5.180, 2.201, 1.355], [-5.526, 1.073, 5.613], [-7.249, 1.341, 5.298], [-6.257, 0.482, 4.125], [-5.994, 3.426, 4.948], [-6.669, 2.887, 3.419], [-4.373, 0.844, 2.841], [-3.270, 2.113, 2.344], [-6.228, 1.954, 1.534], [-4.846, 1.636, 0.485], [-5.126, 3.264, 1.111], [-3.311, 7.761, 1.460], [-3.658, 6.522, 0.652], [-4.510, 6.769, -0.452], [-4.010, 7.655, -1.437], [-2.711, 7.200, -2.078], [-4.220, 8.275, 1.778], [-2.745, 7.475, 2.347], [-2.704, 8.467, 0.892], [-4.210, 5.817, 1.273], [-2.744, 6.011, 0.330], [-3.902, 8.669, -1.032], [-4.796, 7.702, -2.192], [-1.882, 7.199, -1.369], [-2.441, 7.862, -2.902], [-2.815, 6.187, -2.469], [4.803, -1.832, 0.806], [4.945, -2.950, -0.193], [6.160, -2.924, -0.928], [7.347, -3.025, -0.179], [7.463, -4.308, 0.633], [4.913, -0.867, 0.311], [3.812, -1.861, 1.255], [5.545, -1.910, 1.608], [4.159, -2.863, -0.942], [4.823, -3.927, 0.296], [7.471, -2.151, 0.474], [8.147, -2.984, -0.919], [6.716, -4.357, 1.427], [8.448, -4.365, 1.099], [7.330, -5.178, -0.011], [4.934, -5.049, -3.011], [5.176, -4.882, -4.499], [6.495, -5.223, -4.917], [6.890, -6.549, -4.657], [6.032, -7.606, -5.337], [5.668, -4.488, -2.437], [3.944, -4.669, -2.753], [4.983, -6.097, -2.703], [5.055, -3.837, -4.776], [4.437, -5.449, -5.078], [6.931, -6.739, -3.577], [7.915, -6.613, -5.029], [5.015, -7.619, -4.946], [6.462, -8.595, -5.176], [5.980, -7.419, -6.411], [-4.609, 7.205, -8.631], [-4.016, 6.431, -7.465], [-4.301, 6.987, -6.195], [-5.670, 7.072, -5.853], [-6.381, 5.730, -5.805], [-4.303, 8.251, -8.588], [-4.258, 6.779, -9.571], [-5.699, 7.170, -8.638], [-2.929, 6.439, -7.529], [-4.329, 5.381, -7.507], [-6.195, 7.762, -6.524], [-5.686, 7.522, -4.860], [-6.445, 5.262, -6.787], [-7.398, 5.856, -5.433], [-5.850, 5.047, -5.141], [4.044, -4.083, 3.818], [3.105, -4.303, 4.989], [3.260, -5.564, 5.630], [4.534, -5.818, 6.179], [4.959, -4.833, 7.258], [3.946, -4.895, 3.096], [3.799, -3.147, 3.320], [5.089, -4.035, 4.130], [2.077, -4.284, 4.633], [3.205, -3.490, 5.718], [5.296, -5.863, 5.391], [4.459, -6.820, 6.605], [5.109, -3.830, 6.860], [5.900, -5.156, 7.705], [4.202, -4.778, 8.041], [-6.387, -0.769, 8.384], [-6.284, -1.985, 7.483], [-5.196, -1.911, 6.588], [-3.919, -1.795, 7.190], [-3.527, -2.976, 8.060], [-6.398, 0.139, 7.781], [-7.300, -0.805, 8.980], [-5.545, -0.700, 9.074], [-7.165, -2.057, 6.846], [-6.245, -2.904, 8.082], [-3.845, -0.860, 7.758], [-3.231, -1.708, 6.354], [-4.156, -3.061, 8.947], [-2.496, -2.861, 8.394], [-3.607, -3.906, 7.496]], "homo_lumo_gap_ev": 5.23, "energy_ha": -3251.7957, "charge": -1, "lumo_ev": 2.1}